Run i
35
Properties=species:S:1:pos:R:3 method="wB97M-V/def2-TZVPD" smiles="CC(C)=C/C=C(/C)[N@@H+](C)C=C(C)C" homo_lumo_gap_ha=0.3350 charge=+1
C 3.9146 -1.1547 1.1941
C 3.1963 -0.0930 0.3877
C 4.1326 0.8397 -0.3651
C 1.8508 -0.0808 0.2862
C 1.0373 0.8714 -0.4779
C -0.2848 1.1956 -0.4604
C -0.9536 2.1760 -1.3160
N -1.1114 0.6512 0.5932
C -1.0276 1.6738 1.7178
C -2.4236 0.1536 0.1475
C -2.6295 -1.0496 -0.3698
C -4.1423 -1.4819 -0.3802
C -1.7993 -2.1775 -1.0071
H 3.3971 -1.8914 1.6272
H 4.4915 -0.6641 1.9584
H 4.7112 -1.5282 0.5626
H 3.8313 1.9430 -0.4082
H 4.2081 0.5803 -1.5193
H 5.1385 0.6270 0.0119
H 1.2569 -0.8976 0.7946
H 1.5777 1.3947 -1.2710
H -1.5529 1.7314 -2.1678
H -0.2644 2.7439 -1.9774
H -1.6272 2.7634 -0.7535
H -0.5954 -0.0888 1.0034
H -0.0126 2.0684 1.7639
H -1.7442 2.4627 1.5250
H -1.2442 1.2169 2.8153
H -3.2035 0.8362 0.3765
H -4.7935 -0.7556 0.1494
H -4.2350 -1.6335 -1.4574
H -4.1117 -2.4256 0.0601
H -2.3704 -2.5001 -1.7930
H -1.7123 -2.9930 -0.3904
H -0.6554 -1.9112 -1.2930

=====

Run ii
35
Properties=species:S:1:pos:R:3 method="wB97M-V/def2-TZVPD" smiles="C/C=C/[N+]1=C(C)[C@](C)(CCCC)C1" homo_lumo_gap_ha=0.3614 charge=+1
C 1.3144 -3.6514 -0.4225
C 0.3205 -2.5682 -0.3515
C -0.9141 -2.6725 -0.8397
N -1.4289 -1.3946 -0.7810
C -0.5715 -0.4429 -0.9185
C 0.6451 -0.3214 -1.8339
C -1.3840 0.5386 -0.0821
C -1.8135 1.6345 -0.9331
C -0.6022 0.8723 1.3437
C -0.0673 2.2584 1.4606
C 1.3422 2.4609 0.7422
C 2.3097 1.6241 1.6286
C -2.4666 -0.6337 -0.0866
H 0.8177 -4.5052 -0.6919
H 1.8482 -3.8645 0.5832
H 2.2159 -3.5304 -1.1838
H 0.6688 -1.6517 0.0134
H -1.4436 -3.5342 -1.0861
H 0.3509 0.4645 -2.4431
H 0.6580 -1.2457 -2.2521
H 1.6495 -0.1846 -1.3778
H -1.0521 2.3699 -1.0834
H -2.6490 2.1391 -0.6146
H -2.0304 1.3175 -2.0267
H -1.5356 0.6029 1.9983
H 0.1334 0.1083 1.5791
H 0.0776 2.4359 2.4995
H -0.8372 2.9343 0.9883
H 1.3407 2.0719 -0.2357
H 1.4716 3.5232 0.7170
H 2.1341 0.5377 1.4689
H 2.4082 1.8420 2.7655
H 3.3739 1.7237 1.2652
H -2.8548 -1.0754 0.8284
H -3.4295 -0.1834 -0.6379

=====

Energies relative to the most stable structure, in hartree: run i 0.0000; run ii 0.0425.

=====

Run i
16
Properties=species:S:1:pos:R:3 method="wB97M-V/def2-TZVPD" smiles="C[C@H](O)C=O.NO" homo_lumo_gap_ha=0.3655
C 1.7713 -1.5895 -0.6756
C 0.7862 -0.4242 -0.6939
O 0.8528 0.4728 0.4533
C -0.5589 -1.0635 -0.8883
O -1.5106 -0.8815 -0.2156
H 2.8198 -1.2285 -0.3370
H 2.0959 -2.0580 -1.6460
H 1.4784 -2.5050 -0.0783
H 0.7939 0.2757 -1.5197
H -0.0863 0.6909 0.7043
H -0.7771 -1.5802 -1.8372
N -2.0973 2.1539 1.8561
O -3.0064 1.1852 1.2909
H -1.9008 1.7391 2.7886
H -2.6689 3.0327 1.7612
H -2.3664 0.5517 0.7449

=====

Run ii
16
Properties=species:S:1:pos:R:3 method="wB97M-V/def2-TZVPD" smiles="CNCO.O=CO" homo_lumo_gap_ha=0.3589
C 2.2015 1.1363 -2.0765
N 1.3394 0.0156 -1.7038
C 1.3549 -0.3778 -0.3308
O 0.2134 -1.2121 -0.0494
H 1.7995 1.9853 -1.5153
H 2.1136 1.3229 -3.1584
H 3.2489 0.9929 -1.7777
H 1.5431 -0.8169 -2.2926
H 2.2994 -0.9118 -0.0091
H 1.2739 0.5642 0.2673
H -0.4920 -0.8496 -0.6517
O -2.2239 0.1643 0.3246
C -2.0287 -0.1963 1.4726
O -1.3396 0.4925 2.4436
H -2.3198 -1.2004 1.7843
H -1.2089 -0.1271 3.1371

=====

Run iii
16
Properties=species:S:1:pos:R:3 method="wB97M-V/def2-TZVPD" homo_lumo_gap_ha="0.3204 / 0.2628"
C -0.0087 -1.0576 0.9692
C 1.5821 0.5248 0.0483
C -0.3884 -0.2030 -1.7226
N -1.6743 0.3566 0.0860
O -1.3677 -0.9450 0.7085
O 0.8054 -0.6705 -0.1774
O -1.3576 1.3401 1.0789
H -2.1313 1.3792 1.6612
H 0.2877 -0.4101 1.8003
H 0.1979 -2.1110 1.1578
H 2.1219 0.7244 -0.8758
H 2.2929 0.3398 0.8554
H 0.9268 1.3588 0.3006
H -0.5417 0.8507 -1.8907
H 0.4603 -0.5688 -2.2886
H -1.2052 -0.9083 -1.7110

=====

Energies relative to the most stable structure, in hartree: run i 0.0887; run ii 0.0000; run iii 0.2648.

=====

Run i
16
Properties=species:S:1:pos:R:3 method="wB97M-V/def2-TZVPD" smiles="NCCC(=O)O.O" homo_lumo_gap_ha=0.3787
N -0.4495 -1.6620 0.3960
C 0.4403 -0.5285 0.7119
C 1.2639 -0.1256 -0.4958
C 2.5871 0.5871 -0.3051
O 3.4648 0.9399 -1.0385
O 2.6926 0.8198 1.0273
H -1.3307 -1.5111 0.8530
H -0.0364 -2.5379 0.7867
H -0.0940 0.3698 1.0771
H 1.1301 -0.7583 1.5357
H 0.5304 0.4003 -1.1778
H 1.4441 -1.0550 -1.0687
H 3.4439 1.3255 1.3583
O -5.1052 1.2992 -0.8608
H -4.2676 1.5084 -1.2925
H -5.7137 0.9284 -1.5067

=====

Run ii
16
Properties=species:S:1:pos:R:3 method="wB97M-V/def2-TZVPD" homo_lumo_gap_ha="0.2682 / 0.3396"
C 0.7644 -1.1537 1.1564
C -0.0864 -0.7032 -0.0325
O 1.3009 -2.4446 0.8997
O 0.5592 -0.5976 -1.1285
H 1.7690 -2.3948 0.0565
H 0.1583 -1.2496 2.0578
H 1.5587 -0.4173 1.3297
H -1.1140 -1.0840 -0.0618
C -0.5804 1.1869 0.7830
N -0.7095 1.1602 -2.1839
O -1.5819 1.1463 -1.2847
H -0.2530 2.0662 -2.3516
H -0.1244 0.2689 -2.1958
H -1.4677 1.7987 0.7235
H 0.3234 1.7034 0.4751
H -0.5166 0.7141 1.7570

=====

Energies relative to the most stable structure, in hartree: run i 0.0000; run ii 0.2199.

=====

Run i
16
Properties=species:S:1:pos:R:3 method="wB97M-V/def2-TZVPD" smiles="CCNC(=O)O.O" homo_lumo_gap_ha=0.3939
C -2.3916 -0.3243 -0.8124
C -1.7840 1.0471 -0.5555
N -0.3811 0.8747 0.0127
C 0.6260 0.3114 -0.7519
O 0.5173 -0.3464 -1.7624
O 1.8612 0.3379 -0.1135
H -3.4403 -0.0261 -1.1146
H -1.9599 -0.8681 -1.6742
H -2.4015 -0.9839 0.0439
H -1.7182 1.9063 -1.2762
H -2.2644 1.4288 0.3274
H 0.1367 1.5863 0.5342
H 2.4291 -0.3002 -0.5594
O 4.0510 -1.4450 2.6495
H 3.5201 -2.2593 2.6854
H 3.1997 -0.9394 2.3669

=====

Run ii
16
Properties=species:S:1:pos:R:3 method="wB97M-V/def2-TZVPD" homo_lumo_gap_ha=0.3461
C -0.9228 -0.0801 -1.2653
C -0.2146 -1.3384 -1.5933
O -0.9570 -0.0504 0.8997
H -1.4922 0.6674 1.2694
H -0.7489 0.7915 -1.8752
H -1.9660 -0.1942 -1.0006
H -0.1488 -1.9801 -0.7139
H -0.8106 -1.8705 -2.3471
H 0.7855 -1.1491 -1.9722
C 0.4328 0.5102 0.8846
N 0.4511 1.5553 1.8914
O 1.2206 -0.6075 1.2895
O 0.6557 0.9282 -0.3375
H 1.8561 -0.7400 0.5773
H 0.8706 1.2196 2.7496
H 0.9885 2.3381 1.5436

=====

Run iii
16
Properties=species:S:1:pos:R:3 method="wB97M-V/def2-TZVPD" homo_lumo_gap_ha=0.2928
C -0.5229 1.4122 0.8755
C -0.1874 0.8396 -0.4553
C 1.1307 0.4982 -0.8470
O -1.1539 0.6912 -1.3725
O 1.4024 0.3649 -2.2170
H -2.0201 0.6707 -0.9432
H 0.8044 -0.3084 -2.5677
H 1.9216 1.0659 -0.3618
H -0.6699 2.4961 0.7874
H 0.2809 1.2207 1.5838
H -1.4353 0.9687 1.2811
N 0.0517 -2.5501 1.1378
O 0.1406 -1.3826 0.3681
H 1.0991 -0.6802 -0.2494
H -0.8080 -3.0247 0.8620
H -0.0339 -2.2822 2.1182

=====

Energies relative to the most stable structure, in hartree: run i 0.0000; run ii 0.0960; run iii 0.1659.